[1]
Density functional theory data (ωB97M-V/def2-TZVPD) for a molecular structure, C40H28CrF6N3O9P2S2Te.

Element x y z (Å)
Cr: 0.026 -0.253 0.290
O: 0.329 0.027 2.170
C: 1.228 0.661 2.808
C: 1.931 1.841 2.472
C: 2.863 2.252 3.448
C: 3.618 3.398 3.342
C: 3.514 4.206 2.190
C: 2.627 3.828 1.212
C: 1.822 2.692 1.314
O: 0.962 2.605 0.243
N: 4.477 3.772 4.398
O: 5.038 4.867 4.325
O: 4.619 3.000 5.350
H: 1.497 0.224 3.780
H: 2.983 1.656 4.341
H: 4.123 5.090 2.100
H: 2.521 4.426 0.319
Te: -2.415 -2.546 -1.242
C: -4.161 -3.720 -0.748
C: -4.249 -4.398 0.467
C: -5.404 -5.088 0.784
N: -6.462 -5.156 -0.010
C: -6.378 -4.530 -1.173
C: -5.269 -3.812 -1.589
C: -2.037 -2.372 0.909
P: -2.142 -0.564 0.958
C: -3.756 -0.086 0.247
C: -4.921 -0.699 0.697
C: -6.141 -0.336 0.157
C: -6.205 0.639 -0.826
C: -5.043 1.240 -1.283
C: -3.820 0.892 -0.737
C: -2.480 0.091 2.632
C: -2.873 -0.617 3.757
C: -3.094 0.059 4.947
C: -2.967 1.435 5.009
C: -2.614 2.149 3.873
C: -2.360 1.478 2.696
P: -0.223 -2.661 0.939
C: -0.145 -4.435 0.471
C: -0.354 -5.468 1.379
C: -0.335 -6.784 0.952
C: -0.106 -7.081 -0.380
C: 0.121 -6.059 -1.286
C: 0.110 -4.742 -0.864
C: 0.216 -2.827 2.706
C: -0.687 -3.178 3.702
C: -0.251 -3.346 5.004
C: 1.088 -3.180 5.316
C: 1.996 -2.837 4.326
C: 1.560 -2.661 3.025
H: -3.411 -4.368 1.150
H: -5.497 -5.624 1.722
H: -7.256 -4.612 -1.803
H: -5.260 -3.320 -2.550
H: -4.859 -1.460 1.462
H: -7.047 -0.814 0.499
H: -7.163 0.942 -1.226
H: -5.092 1.979 -2.069
H: -2.911 1.371 -1.071
H: -3.005 -1.687 3.708
H: -3.362 -0.496 5.834
H: -3.142 1.959 5.938
H: -2.511 3.224 3.910
H: -2.070 2.019 1.800
H: -0.526 -5.248 2.423
H: -0.501 -7.584 1.660
H: -0.094 -8.110 -0.709
H: 0.312 -6.284 -2.325
H: 0.323 -3.945 -1.568
H: -1.724 -3.331 3.439
H: -0.961 -3.611 5.775
H: 1.430 -3.329 6.331
H: 3.042 -2.708 4.568
H: 2.262 -2.396 2.243
F: 3.621 -1.558 -3.122
C: 3.276 -1.446 -1.846
F: 2.189 -2.198 -1.624
F: 4.263 -1.957 -1.109
S: 2.763 0.274 -1.271
O: 2.144 -0.110 -0.024
O: 3.930 1.074 -1.196
N: 1.761 0.754 -2.363
S: 0.551 -0.144 -2.805
O: -0.151 -0.792 -1.703
O: 0.911 -1.046 -3.846
C: -0.685 1.011 -3.662
F: -0.402 2.297 -3.629
F: -0.720 0.662 -4.954
F: -1.904 0.797 -3.185
O: -0.508 1.795 -1.153
C: 0.165 1.616 -0.138

⟨S²⟩: 6.098
Multiplicity: 5
Highest occupied orbital energy (alpha / beta), eV: -3.8 / -5.1
Frontier orbital gap (alpha / beta), eV: 5.44 / 6.75
Total charge: -1
Lowest unoccupied orbital energy (alpha / beta), eV: 1.6 / 1.7

=====

[2]
Density functional theory data (ωB97M-V/def2-TZVPD) for 2 unconnected molecules or ions with the total composition C2HNOS.

Element x y z (Å)
C: -2.981 1.514 0.533
C: 0.564 1.480 -0.187
N: 0.291 1.964 -1.271
O: 0.924 1.124 0.834
S: -2.604 0.228 -0.167
H: 0.401 1.592 -2.112

Highest occupied orbital energy, eV: -11.1
Frontier orbital gap, eV: 11.05
Total charge: 0
Lowest unoccupied orbital energy, eV: -0.1

=====

F_max (computed, Eh/bohr): 0.042, 0.107